[1]
# C4H11NO

2 unconnected molecules or ions with the total composition C4H11NO (the ωB97M-V functional and the def2-TZVPD basis, the OMol25 dataset).

The LUMO energy is 0.67 eV. As for the gap between HOMO and LUMO: 8.3754 eV. The calculation puts the HOMO energy at -0.28307 Ha. The energy above the lowest of the compared OMol25 structures with the same formula, charge and spin is 47.56 kcal per mole. The net charge is 0.

CARTESIAN COORDINATES (ANGSTROEM)
1 C -3.2071 -0.4557 -0.1507
2 C -2.0056 0.1657 -0.3055
3 N -1.4574 1.1933 0.4147
4 H -3.5722 -1.1857 -0.8942
5 H -3.8034 -0.2942 0.7490
6 H -1.4006 -0.1806 -1.1482
7 H -1.6850 1.1875 1.4213
8 H -0.4774 1.3546 0.2024
9 C 1.7772 -1.1668 0.1981
10 C 2.1055 0.1374 -0.5330
11 O 1.4165 1.2510 0.2286
12 H 2.5075 -1.9344 -0.0155
13 H 1.8259 -0.9380 1.3582
14 H 0.7668 -1.5498 -0.0830
15 H 1.8375 0.2271 -1.6364
16 H 3.2322 0.3632 -0.3607
17 H 2.1397 1.8253 0.5548

[2]
# CH6NO2

2 unconnected molecules or ions with the total composition CH6NO2 (the ωB97M-V functional and the def2-TZVPD basis, the OMol25 dataset).

The LUMO energy is 4.85 eV. As for the gap between HOMO and LUMO: 8.0120 eV. The calculation puts the HOMO energy at -0.11619 Ha. The energy above the lowest of the compared OMol25 structures with the same formula, charge and spin is 3.88 kcal per mole. The net charge is -1.

CARTESIAN COORDINATES (ANGSTROEM)
1 N -0.4135 -1.3350 -0.1740
2 C 0.4845 -0.6660 0.7811
3 O 0.1040 0.6321 1.0854
4 H -1.3014 -0.8439 -0.1146
5 H -0.1077 -1.0363 -1.1000
6 H 0.4888 -1.2092 1.7423
7 H 1.4720 -0.7256 0.2845
8 H 0.1662 1.3100 -0.2506
9 H -0.8497 2.1862 -1.0538
10 O -0.0433 1.6877 -1.2002

[3]
# C14H19NOS

C14H19NOS in the gas phase (the ωB97M-V functional and the def2-TZVPD basis, the OMol25 dataset).

The LUMO energy is 0.85 eV. As for the gap between HOMO and LUMO: 8.8026 eV. The calculation puts the HOMO energy at -0.29223 Ha. The energy above the lowest of the compared OMol25 structures with the same formula, charge and spin is 53.29 kcal per mole. The net charge is 0.

CARTESIAN COORDINATES (ANGSTROEM)
1 C -0.7889 4.8933 0.0407
2 C -0.4701 3.7297 0.5737
3 C -1.2351 2.4574 0.3460
4 O -0.4354 1.2958 0.4231
5 C 0.4873 1.0518 -0.5581
6 C 0.7178 1.8926 -1.6403
7 C 1.6560 1.5523 -2.5999
8 C 2.3747 0.3767 -2.4931
9 C 2.1538 -0.4569 -1.4107
10 C 1.2221 -0.1368 -0.4376
11 C 0.9941 -1.0741 0.7177
12 N 0.4050 -2.3264 0.2562
13 C 0.3364 -3.3507 1.2765
14 C -0.6964 -3.1072 2.3775
15 S -2.3788 -3.0521 1.6793
16 C -2.0378 -1.7711 0.4290
17 C -0.8535 -2.1778 -0.4460
18 H -0.2294 5.7873 0.2535
19 H -1.6296 5.0014 -0.6257
20 H 0.3756 3.6303 1.2405
21 H -1.7861 2.4913 -0.6034
22 H -1.9623 2.3281 1.1578
23 H 0.1757 2.8191 -1.7406
24 H 1.8200 2.2176 -3.4346
25 H 3.1037 0.1125 -3.2437
26 H 2.7019 -1.3814 -1.3114
27 H 0.3896 -0.5619 1.4787
28 H 1.9602 -1.3297 1.1659
29 H 1.3271 -3.4463 1.7320
30 H 0.0973 -4.2948 0.7756
31 H -0.6938 -3.9236 3.0970
32 H -0.5161 -2.1668 2.8995
33 H -2.9447 -1.6811 -0.1658
34 H -1.8480 -0.8291 0.9440
35 H -0.7155 -1.4307 -1.2324
36 H -1.0768 -3.1389 -0.9209

[4]
# C6H11NO

2 unconnected molecules or ions with the total composition C6H11NO (the ωB97M-V functional and the def2-TZVPD basis, the OMol25 dataset).

The LUMO energy (spin up / spin down) is 4.03 / 3.78 eV. As for the gap between HOMO and LUMO (spin up / spin down): 3.0310 / 8.3609 eV. The calculation puts the HOMO energy (spin up / spin down) at 0.03668 / -0.16850 Ha. The expectation value of S² is 0.750. As for the multiplicity: 2. The energy above the lowest of the compared OMol25 structures with the same formula, charge and spin is 25.83 kcal per mole. The net charge is -1.

CARTESIAN COORDINATES (ANGSTROEM)
1 C 1.0235 0.8263 0.9791
2 C -0.0776 1.6434 1.1189
3 N -1.1831 0.8653 0.7868
4 C -0.8089 -0.4165 0.4759
5 C 0.6348 -0.4654 0.4285
6 C 1.5643 -1.5801 -0.0520
7 C -1.9085 -1.3532 -0.0618
8 H 1.9996 1.0377 1.4293
9 H -0.2603 2.5364 1.8404
10 H -2.0842 1.1804 0.5076
11 H 2.1615 -1.2026 -0.8931
12 H 2.1739 -2.0357 0.8212
13 H 0.9909 -2.5107 -0.5461
14 H -2.4211 -0.8607 -0.9102
15 H -2.7574 -1.4200 0.6533
16 H -1.4165 -2.2772 -0.3587
17 H -0.0750 0.3599 -2.8226
18 H 0.6730 0.7593 -1.6304
19 O 0.8414 0.8061 -2.6162

[5]
# C14H10BF3FeO4

A molecular structure, C14H10BF3FeO4 (the ωB97M-V functional and the def2-TZVPD basis, the OMol25 dataset).

The LUMO energy (spin up / spin down) is -10.04 / -11.72 eV. As for the gap between HOMO and LUMO (spin up / spin down): 6.0246 / 4.2626 eV. The calculation puts the HOMO energy (spin up / spin down) at -0.59024 / -0.58732 Ha. The expectation value of S² is 6.099. As for the multiplicity: 5. The net charge is +2.

CARTESIAN COORDINATES (ANGSTROEM)
1 F -4.9488 -1.7163 1.7956
2 B -3.6047 -1.8414 1.4710
3 F -2.7447 -1.8575 2.5740
4 F -3.3199 -2.8024 0.5004
5 C -3.2482 -0.4274 0.6849
6 C -2.0098 0.1991 0.6257
7 O -2.0468 1.2732 -0.2333
8 C -3.3304 1.3367 -0.7147
9 C -4.0928 0.3102 -0.2076
10 H -1.1527 0.0619 1.2806
11 H -3.6336 2.1385 -1.3723
12 H -5.1436 0.1381 -0.3769
13 O 5.0035 2.0708 0.5450
14 C 4.0754 1.3883 0.3691
15 Fe 2.5094 0.6294 0.3548
16 C 2.5642 0.3596 2.1040
17 O 2.7547 0.5171 3.2450
18 C 1.6769 2.1951 0.5916
19 O 1.5278 3.2746 0.9938
20 C -0.0968 -1.0184 -0.5761
21 C -0.0084 -0.2886 -1.7478
22 C 0.9931 0.6488 -1.9701
23 C 2.3722 0.4779 -1.6632
24 C 2.9236 -0.7663 -1.2119
25 C 2.3737 -1.3677 -0.0862
26 C 1.0152 -1.0914 0.3236
27 H -0.9670 -1.6570 -0.3628
28 H -0.8076 -0.3901 -2.4948
29 H 0.7183 1.5516 -2.5392
30 H 3.0529 1.2149 -2.1213
31 H 3.8868 -1.0774 -1.6138
32 H 2.9799 -2.0877 0.4847
33 H 0.7285 -1.3960 1.3482

[6]
# C6H11N2Rb

A molecular structure, C6H11N2Rb (the ωB97M-V functional and the def2-TZVPD basis, the OMol25 dataset).

The LUMO energy is -6.73 eV. As for the gap between HOMO and LUMO: 9.8292 eV. The calculation puts the HOMO energy at -0.60841 Ha. The energy above the lowest of the compared OMol25 structures with the same formula, charge and spin is 5.28 kcal per mole. The net charge is +2.

CARTESIAN COORDINATES (ANGSTROEM)
1 Rb 1.0506 -4.8993 2.3342
2 C -1.2452 -2.2339 0.4928
3 C -1.2525 -1.2544 -0.6575
4 N -0.5881 0.0303 -0.3747
5 C -1.2080 1.2552 -0.5034
6 C -0.2572 2.2006 -0.3378
7 N 0.9339 1.5510 -0.1788
8 C 0.7118 0.2486 -0.1975
9 C 2.2423 2.1613 0.0799
10 H -0.2518 -2.6688 0.7130
11 H -1.8968 -3.0814 0.2961
12 H -1.5645 -1.7363 1.4107
13 H -2.2782 -0.9934 -0.9060
14 H -0.8249 -1.6998 -1.5556
15 H -2.2719 1.3601 -0.6189
16 H -0.3234 3.2713 -0.4243
17 H 1.4221 -0.5529 -0.1029
18 H 2.7741 1.5542 0.8030
19 H 2.0752 3.1169 0.5815
20 H 2.7526 2.3706 -0.8536

[7]
# C2HCl2N3

2 unconnected molecules or ions with the total composition C2HCl2N3 (the ωB97M-V functional and the def2-TZVPD basis, the OMol25 dataset).

The LUMO energy (spin up / spin down) is -0.37 / -0.37 eV. As for the gap between HOMO and LUMO (spin up / spin down): 8.2022 / 8.2014 eV. The calculation puts the HOMO energy (spin up / spin down) at -0.31502 / -0.31487 Ha. The energy above the lowest of the compared OMol25 structures with the same formula, charge and spin is 56.43 kcal per mole. The net charge is 0.

CARTESIAN COORDINATES (ANGSTROEM)
1 C -1.2683 2.2588 -1.0226
2 C 0.1074 -0.7828 1.1166
3 N -0.4281 2.6516 -0.3369
4 N 0.9146 -1.2885 0.3690
5 N 1.2556 -2.3548 -0.1435
6 Cl -2.4333 1.3357 -1.6256
7 Cl -0.3851 0.7622 1.6062
8 H 2.2373 -2.5823 0.0368